1.
{"formula": "C33H45N2NiO4P2", "method": "ωB97M-V with the def2-TZVPD basis set", "species": ["Ni", "O", "C", "O", "C", "C", "C", "C", "C", "N", "C", "O", "O", "H", "H", "H", "H", "H", "C", "C", "C", "P", "C", "C", "C", "C", "C", "C", "C", "C", "C", "C", "N", "C", "C", "C", "C", "C", "C", "C", "P", "C", "C", "C", "C", "C", "C", "H", "H", "H", "H", "H", "H", "H", "H", "H", "H", "H", "H", "H", "H", "H", "H", "H", "H", "H", "H", "H", "H", "H", "H", "H", "H", "H", "H", "H", "H", "H", "H", "H", "H", "H", "H", "H", "H", "H", "H"], "coordinates": [[-0.3661, 0.2601, 0.4318], [-1.3794, 3.6557, -2.0912], [-1.1138, 2.6880, -1.2190], [-0.6550, 1.6057, -1.5475], [-1.4594, 2.9997, 0.1752], [-2.1779, 4.1276, 0.5441], [-2.5210, 4.2984, 1.8779], [-2.1405, 3.3271, 2.7954], [-1.3899, 2.2403, 2.3638], [-1.0496, 2.0709, 1.0667], [-0.8994, 1.1623, 3.2533], [-0.9093, 1.3647, 4.5736], [-0.5022, 0.1049, 2.8026], [-1.1723, 3.3765, -2.9972], [-2.4569, 4.8548, -0.2011], [-3.0708, 5.1695, 2.1944], [-2.4543, 3.4342, 3.8247], [-1.2332, 2.2396, 4.8223], [-4.9998, -0.7732, -0.9715], [-3.5909, -0.1870, -1.0002], [-2.9815, -0.3268, -2.3972], [-2.3567, -0.8289, 0.2596], [-3.3722, -1.4856, 1.6852], [-2.5214, -2.3775, 2.5856], [-4.0176, -0.3603, 2.4917], [-1.7183, -2.3929, -0.4287], [-2.4701, -3.4503, -0.9037], [-1.8724, -4.6169, -1.3752], [-2.6893, -5.7898, -1.8091], [-0.4779, -4.6574, -1.4429], [0.2924, -3.6278, -0.9562], [-0.3106, -2.4980, -0.3660], [0.3897, -1.4950, 0.2324], [1.5612, -1.7467, 0.8692], [1.8729, -3.0121, 1.4118], [3.1148, -3.2605, 1.9460], [4.1087, -2.2810, 1.9454], [5.4841, -2.5903, 2.4385], [3.7762, -1.0029, 1.4965], [2.5136, -0.7062, 1.0201], [1.9291, 0.9271, 0.4430], [3.1526, 1.2746, -0.9492], [2.4647, 2.0471, -2.0726], [4.4629, 1.9505, -0.5656], [2.1922, 2.0799, 1.9020], [3.4288, 1.9195, 2.7760], [1.9966, 3.5313, 1.4584], [-5.6036, -0.2712, -1.7267], [-5.4907, -0.6292, -0.0135], [-4.9953, -1.8335, -1.2081], [-3.6584, 0.8867, -0.7643], [-2.9934, -1.3656, -2.7205], [-1.9478, 0.0185, -2.4049], [-3.5497, 0.2636, -3.1155], [-4.1557, -2.0925, 1.2158], [-1.6420, -1.8430, 2.9403], [-2.1919, -3.2720, 2.0594], [-3.1052, -2.6884, 3.4496], [-3.2862, 0.1147, 3.1409], [-4.8041, -0.7679, 3.1233], [-4.4587, 0.4029, 1.8508], [-3.5466, -3.3934, -0.8887], [-3.7089, -5.7131, -1.4420], [-2.2532, -6.7166, -1.4408], [-2.7187, -5.8523, -2.8965], [0.0038, -5.5204, -1.8798], [1.3690, -3.6695, -1.0381], [1.1127, -3.7782, 1.4258], [3.3311, -4.2338, 2.3620], [5.6498, -3.6646, 2.4531], [5.6201, -2.2085, 3.4516], [6.2398, -2.1274, 1.8060], [4.5380, -0.2416, 1.5218], [3.3760, 0.2678, -1.3257], [2.3018, 3.0846, -1.7903], [1.5058, 1.5942, -2.3125], [3.0871, 2.0312, -2.9653], [4.2956, 2.9523, -0.1828], [5.0837, 2.0394, -1.4557], [5.0212, 1.3789, 0.1690], [1.3389, 1.8129, 2.5361], [4.3461, 2.1187, 2.2326], [3.4703, 0.9242, 3.2110], [3.3653, 2.6327, 3.5977], [2.9080, 3.9427, 1.0340], [1.7239, 4.1489, 2.3125], [1.2026, 3.6045, 0.7153]], "forces_ev_per_angstrom": [[0.91, -0.40, 0.08], [-0.17, 0.42, 0.36], [0.60, -1.48, -1.67], [-0.53, 1.40, 0.25], [0.01, -0.19, 1.26], [0.12, 0.04, 0.17], [0.19, -0.33, -0.13], [0.07, 0.19, -0.25], [0.10, 0.50, -1.05], [-1.05, 0.28, -0.12], [0.51, -1.71, 0.25], [-0.08, 0.02, -0.13], [-0.27, 1.33, 0.86], [0.08, -0.20, 0.16], [-0.02, 0.02, -0.09], [-0.12, 0.05, 0.04], [0.06, -0.05, 0.04], [0.08, -0.01, -0.01], [0.14, 0.12, 0.16], [0.33, 0.24, 0.17], [0.18, 0.09, 0.13], [-0.32, -1.32, -0.40], [0.26, 0.43, -0.07], [0.05, -0.06, -0.16], [-0.08, -0.09, -0.24], [0.83, 0.55, 0.20], [0.09, -0.60, -0.20], [-0.12, 0.36, 0.18], [0.01, -0.05, -0.20], [-0.22, 0.17, 0.11], [-0.08, 0.31, -0.05], [-1.03, -0.62, -0.50], [-0.79, 1.62, -0.28], [1.25, -0.03, 0.68], [-0.15, 0.42, 0.08], [0.10, 0.33, -0.12], [-0.16, 0.25, -0.20], [0.11, 0.10, 0.18], [0.30, -0.62, 0.25], [-0.95, -0.12, -0.35], [0.70, -1.10, 0.85], [-0.53, 0.20, -0.14], [-0.03, -0.23, -0.02], [-0.09, -0.19, 0.12], [-0.18, 0.01, -0.31], [-0.17, -0.10, 0.00], [-0.09, -0.17, 0.04], [-0.03, 0.01, -0.06], [-0.09, -0.04, 0.11], [-0.01, -0.10, -0.01], [-0.07, -0.07, -0.04], [-0.01, -0.05, -0.01], [-0.05, -0.10, -0.14], [-0.07, 0.03, -0.04], [0.10, 0.09, -0.01], [0.02, -0.06, 0.05], [0.02, -0.01, 0.01], [-0.08, -0.03, 0.09], [0.08, 0.04, 0.10], [-0.07, 0.04, 0.10], [-0.10, 0.11, -0.01], [-0.24, -0.02, 0.00], [-0.11, -0.05, 0.00], [-0.06, -0.08, 0.02], [-0.09, -0.09, -0.10], [0.07, -0.11, -0.03], [0.03, -0.06, 0.09], [0.01, -0.08, -0.06], [0.03, -0.12, 0.02], [0.11, -0.04, 0.03], [0.12, -0.05, 0.06], [0.09, -0.03, -0.01], [0.14, 0.15, 0.06], [-0.14, 0.08, 0.19], [-0.05, 0.21, 0.03], [0.01, 0.03, -0.12], [0.07, 0.08, -0.08], [0.03, 0.12, 0.06], [0.05, 0.00, -0.08], [0.09, -0.01, 0.08], [0.09, -0.05, -0.13], [0.15, 0.01, -0.05], [0.09, -0.02, -0.01], [0.03, 0.10, 0.06], [0.03, 0.06, -0.08], [0.00, 0.12, 0.07], [-0.03, 0.18, -0.09]], "mol_weight_g_mol": 654.37, "gap_ha": [0.17069, 0.17055], "energy_ha": -3885.850985, "total_charge": 1, "homo_ha": [-0.3194, -0.3193], "multiplicity": 1}

2.
{"formula": "C6H11NO", "method": "ωB97M-V with the def2-TZVPD basis set", "species": ["C", "C", "C", "C", "N", "C", "C", "O", "H", "H", "H", "H", "H", "H", "H", "H", "H", "H", "H"], "coordinates": [[1.8419, 0.7521, 1.7234], [0.6618, 0.1636, 1.0399], [0.3733, -0.0430, -0.2477], [1.1558, 0.2959, -1.4652], [-0.8564, -0.7510, -0.3410], [-1.7927, -0.4258, -1.3869], [-1.3962, -0.7276, 1.0091], [-0.3578, -0.3220, 1.8678], [1.5660, 1.6831, 2.2198], [2.6283, 0.9526, 1.0040], [2.2089, 0.0624, 2.4826], [2.1807, 0.4996, -1.1943], [1.1394, -0.5274, -2.1664], [0.7522, 1.1769, -1.9625], [-1.2749, -0.4156, -2.3414], [-2.5660, -1.1929, -1.4164], [-2.2747, 0.5522, -1.2288], [-2.2424, -0.0148, 1.0928], [-1.7473, -1.7182, 1.3111]], "forces_ev_per_angstrom": [[-0.43, -0.16, 0.01], [-0.14, 0.06, -0.33], [-0.08, 0.14, 0.46], [-0.26, 0.10, 0.29], [0.40, -0.17, 0.08], [0.00, 0.10, 0.18], [-0.69, -0.15, -0.04], [0.65, 0.08, -0.09], [0.06, 0.04, 0.04], [0.11, 0.04, -0.04], [0.11, -0.01, 0.05], [0.31, 0.09, 0.00], [0.04, -0.26, -0.23], [-0.02, 0.06, -0.12], [-0.05, -0.02, -0.11], [-0.05, 0.03, -0.11], [-0.02, 0.01, -0.03], [0.10, 0.00, -0.09], [-0.03, 0.04, 0.07]], "mol_weight_g_mol": 113.16, "gap_ha": 0.29660, "energy_ha": -365.178518, "smiles": "CC1=C(C)N(C)CO1", "relative_energy_kcal_mol": 33.2, "total_charge": 0, "homo_ha": -0.2583, "multiplicity": 1}

3.
{"formula": "C16H25BrN5O2PRhS2Te", "method": "ωB97M-V with the def2-TZVPD basis set", "species": ["Rh", "C", "P", "C", "C", "H", "H", "H", "H", "H", "H", "H", "H", "H", "Br", "C", "C", "C", "C", "N", "C", "S", "N", "H", "H", "H", "H", "H", "Te", "N", "C", "S", "C", "C", "C", "N", "C", "C", "H", "H", "H", "H", "H", "H", "N", "C", "C", "O", "O", "H", "H", "H", "H", "H"], "coordinates": [[0.8205, 1.2383, -0.0208], [0.8645, 2.7159, 3.0840], [1.3535, 1.2518, 2.1124], [0.7301, -0.1250, 3.1556], [3.1286, 1.1363, 2.5431], [1.1646, 2.6402, 4.1314], [-0.2186, 2.8326, 3.0276], [1.3410, 3.5848, 2.6264], [1.1684, -0.0690, 4.1554], [1.0097, -1.0816, 2.7111], [-0.3516, -0.0770, 3.2423], [3.2656, 1.1701, 3.6263], [3.6670, 1.9466, 2.0556], [3.5348, 0.1985, 2.1596], [3.1520, 2.3983, -0.6474], [0.5063, 1.6661, -6.3415], [0.5045, 1.4553, -4.8558], [1.5293, 0.7741, -4.2119], [1.4569, 0.6964, -2.8382], [0.4418, 1.2213, -2.1361], [-0.5111, 1.8496, -2.8494], [-1.9201, 2.5087, -2.0567], [-0.5065, 1.9772, -4.1747], [0.9256, 0.8067, -6.8647], [1.1178, 2.5376, -6.5856], [-0.5063, 1.8550, -6.6904], [2.3640, 0.3502, -4.7505], [2.2218, 0.2042, -2.2551], [-1.0052, 3.2055, 0.0990], [1.0616, -5.9217, 0.5485], [-0.0611, -5.1632, 0.5681], [-1.5430, -5.8115, 0.8634], [0.1665, -3.7003, 0.3356], [1.4403, -3.1305, 0.3764], [1.5770, -1.7762, 0.1316], [0.5402, -0.9718, -0.1223], [-0.6792, -1.5184, -0.1702], [-0.9108, -2.8619, 0.0551], [0.9201, -6.9181, 0.5816], [1.8709, -5.5979, 0.0461], [2.3301, -3.6948, 0.6210], [2.5496, -1.2971, 0.1487], [-1.4899, -0.8315, -0.3792], [-1.9137, -3.2590, 0.0154], [-3.6955, 0.5320, 0.4294], [-4.2499, 1.5050, 1.3609], [-3.5292, 1.4719, 2.7037], [-3.9815, 1.9520, 3.7110], [-2.3316, 0.8932, 2.6571], [-3.4212, 0.9428, -0.4548], [-4.3151, -0.2499, 0.2760], [-2.1920, 0.6321, 1.7181], [-5.3199, 1.3902, 1.5401], [-4.0715, 2.5158, 0.9873]], "forces_ev_per_angstrom": [[-0.57, -0.06, -0.16], [0.00, -0.02, 0.01], [0.03, -0.05, 0.24], [0.04, 0.05, 0.06], [0.01, 0.03, -0.04], [0.03, -0.01, 0.00], [-0.01, -0.01, 0.02], [-0.02, 0.01, 0.01], [-0.02, 0.00, 0.00], [0.00, 0.00, -0.02], [-0.05, 0.00, -0.01], [-0.01, 0.00, 0.02], [0.00, 0.00, 0.01], [-0.01, 0.00, -0.02], [0.35, 0.02, -0.11], [0.00, 0.00, 0.01], [0.03, -0.03, -0.06], [-0.06, 0.01, 0.08], [-0.16, -0.03, -0.01], [0.34, 0.15, -0.22], [-0.14, -0.15, 0.24], [-0.02, 0.14, 0.12], [-0.01, -0.03, -0.24], [0.01, 0.00, 0.00], [0.00, 0.01, 0.00], [-0.01, -0.01, 0.00], [0.01, -0.02, 0.00], [0.04, 0.06, 0.02], [0.01, -0.10, 0.02], [-0.22, -0.08, -0.19], [0.21, 0.27, 0.00], [0.06, -0.05, 0.05], [-0.09, -0.20, 0.02], [-0.18, -0.03, 0.01], [-0.05, 0.05, 0.02], [0.22, 0.05, -0.01], [0.03, 0.05, -0.01], [0.19, -0.03, -0.01], [0.00, 0.00, 0.05], [0.03, 0.06, 0.07], [-0.03, -0.05, 0.01], [-0.01, 0.01, -0.01], [0.00, 0.00, 0.00], [-0.01, -0.04, 0.01], [0.00, -0.04, -0.04], [0.09, 0.09, 0.00], [-0.01, -0.03, -0.04], [-0.03, -0.02, 0.02], [-0.10, -0.04, 0.10], [0.01, 0.04, -0.01], [0.01, 0.03, -0.05], [0.08, 0.04, 0.05], [0.03, -0.01, 0.04], [-0.05, -0.02, -0.04]], "mol_weight_g_mol": 724.93, "gap_ha": 0.15448, "energy_ha": -5139.455073, "relative_energy_kcal_mol": 0.0, "total_charge": -1, "homo_ha": -0.1104, "multiplicity": 1}